A cluster of 2 separate species, C5H5FO in total at a distorted geometry. Source: OMol25; level of theory: the ωB97M-V functional and the def2-TZVPD basis.

ORCA input file:
```
! wB97M-V def2-TZVPD RIJCOSX def2/J DEFGRID3
* xyz 0 1
F -0.17 1.01 -2.66
C -0.26 0.69 -1.37
H 0.90 1.23 1.54
H 1.87 1.01 -0.82
C 0.90 0.61 -0.57
H 1.21 -0.82 2.56
O -3.88 -1.51 -0.48
C 0.90 0.39 0.91
C -3.40 -0.63 -1.05
H 1.66 -1.48 0.78
H -0.98 0.24 -0.34
C 1.25 -0.75 1.49
*
```

Values from the calculation:
HOMO-LUMO gap in Eh: 0.3811
Relative energy (zero: lowest compared OMol25 entry of this formula, charge and spin) in eV: 3.621
Max |F| in eV Å⁻¹: 8.2

The molecule C11H22N2O3 at a distorted geometry. Source: OMol25; level of theory: the ωB97M-V functional and the def2-TZVPD basis.

ORCA input file:
```
! wB97M-V def2-TZVPD RIJCOSX def2/J DEFGRID3
* xyz 0 1
H 4.97 -1.22 0.16
H 4.33 0.31 -0.25
H 4.28 -0.22 1.45
H -3.28 -2.14 -1.71
C 1.68 1.16 -0.33
C 1.73 -0.15 0.44
H -3.02 -0.10 1.92
H -3.85 0.89 0.13
N -2.88 -1.01 1.46
H -1.21 2.24 -0.60
H -2.56 3.09 0.23
H -4.42 -1.19 -0.81
O 2.46 2.05 0.29
O -0.56 0.13 2.00
H -3.50 1.53 -1.42
C -0.62 -0.48 0.94
H -3.92 -0.72 -2.47
H 3.78 -1.92 -1.65
H 2.42 2.84 -0.29
H -1.70 1.79 1.06
C 4.16 -0.56 0.42
C 2.79 -1.51 -1.36
H 0.27 -0.86 -0.83
H 2.04 -2.26 -1.70
N 0.48 -0.85 0.20
H 2.57 -1.99 0.74
O 1.10 1.38 -1.37
H -1.58 -0.21 -1.56
H -2.64 -1.67 2.19
H 1.75 0.26 1.46
C -1.91 -0.97 0.42
C 2.82 -1.13 0.13
C -2.08 2.09 0.08
H 2.59 -0.63 -1.97
C -3.04 1.10 -0.52
H -1.75 -2.04 0.17
C -2.42 -0.30 -0.87
C -3.59 -1.10 -1.54
*
```

Values from the calculation:
HOMO-LUMO gap in Eh: 0.3675
SMILES: CC[C@H](C)[C@H](N)C(=O)N[C@H](C(=O)O)C(C)C
Relative energy (zero: lowest compared OMol25 entry of this formula, charge and spin) in eV: 1.133
Max |F| in eV Å⁻¹: 2.7

A structure of composition C22H36ClN3Tc at a distorted geometry. Source: OMol25; level of theory: the ωB97M-V functional and the def2-TZVPD basis.

ORCA input file:
```
! wB97M-V def2-TZVPD RIJCOSX def2/J DEFGRID3
* xyz -2 4
C 2.43 -3.04 -0.12
H -4.32 -1.95 -3.94
H 3.91 -4.39 -0.96
H 0.97 1.48 -1.07
C -3.76 -1.04 -4.20
N -0.77 2.15 -3.09
C 2.01 -2.21 -2.76
C -0.10 3.90 -1.55
H 1.90 4.17 -3.36
C 1.37 1.92 -1.98
H -0.68 4.70 -2.01
H -4.63 -1.11 -1.60
C -2.84 1.83 -3.75
H -1.47 -1.96 -3.09
H 1.18 0.56 5.47
H 2.59 -3.35 0.92
C 1.47 -2.06 -0.43
C 0.39 2.90 -2.59
N -2.30 0.66 -3.23
H 0.24 0.77 3.96
H -3.87 1.90 -4.07
H 1.64 1.13 -2.69
H -4.46 -0.29 -4.60
C 1.25 -1.63 -1.74
C 2.20 -0.13 3.68
H 2.21 1.84 2.76
H 2.67 -1.97 4.69
H -3.03 -1.30 -4.97
C 2.88 1.17 3.31
H -0.71 3.42 -0.77
H -2.77 -2.41 -1.97
C -1.88 2.77 -3.66
C 3.15 -1.01 4.47
H 4.01 -3.05 -4.35
H 3.75 0.97 2.67
C 3.17 -3.61 -1.16
H -1.89 3.82 -3.92
C 0.94 0.11 4.50
H 3.43 -0.54 5.42
C 2.97 -3.20 -2.48
H 2.27 2.48 -1.71
H 3.17 -4.58 -4.11
C 3.75 -3.80 -3.60
Cl -1.15 0.04 0.99
H 0.52 -0.86 -1.96
H 4.67 -4.26 -3.23
C -2.16 -1.57 -2.33
H -3.76 0.35 -1.07
H 1.87 -1.90 -3.79
C -3.09 -0.54 -2.94
H 3.24 1.69 4.21
Tc 0.58 -1.39 1.30
H 0.79 4.34 -1.07
C -1.01 0.84 -2.91
C 1.01 3.66 -3.74
H 4.05 -1.19 3.88
N 1.78 -0.82 2.43
H 0.32 4.41 -4.15
H 0.44 -0.85 4.68
C -4.17 -0.17 -1.94
H 1.32 2.97 -4.54
H -4.95 0.43 -2.41
H -1.60 -1.17 -1.48
*
```

Values from the calculation:
HOMO-LUMO gap (spin up / spin down) in Eh: 0.0658 / 0.2040
Max |F| in eV Å⁻¹: 2.0

The molecule C4H4Cl4 at a distorted geometry. Source: OMol25; level of theory: the ωB97M-V functional and the def2-TZVPD basis.

ORCA input file:
```
! wB97M-V def2-TZVPD RIJCOSX def2/J DEFGRID3
* xyz 0 1
H 1.52 -1.79 -0.63
Cl -0.78 -1.68 -2.24
C 0.06 1.16 0.87
H -1.32 0.45 -1.28
H 2.05 -0.59 0.60
Cl 1.61 1.50 1.66
Cl -2.28 -1.25 0.30
Cl -0.51 2.52 -0.09
C 1.22 -0.84 -0.04
H -0.64 1.12 1.71
C -1.10 -0.53 -0.85
C 0.18 -0.08 -0.02
*
```

Values from the calculation:
HOMO-LUMO gap in Eh: 0.4195
SMILES: C=C(C(Cl)Cl)C(Cl)Cl
Relative energy (zero: lowest compared OMol25 entry of this formula, charge and spin) in eV: 0.660
Max |F| in eV Å⁻¹: 4.9